ORCA calculation (the ωB97M-V functional and the def2-TZVPD basis) on a structure of composition C57H70N5O2 in a non-equilibrium geometry.

Computed properties:
Gap between HOMO and LUMO, Eh: 0.219
HOMO energy, Ha: -0.33062

Structure (ORCA input):
```
! wB97M-V def2-TZVPD RIJCOSX def2/J DEFGRID3
* xyz 1 1
C 2.77 -0.99 -0.06
C 2.53 -2.39 -0.60
C 1.94 -2.34 -2.01
C 3.93 -3.05 -0.69
C 1.62 -3.30 0.27
C 1.53 -4.64 -0.12
C 1.11 -5.62 0.79
C 0.83 -5.25 2.10
C 0.78 -3.91 2.49
C 0.67 -3.64 4.03
C 0.69 -2.18 4.47
C 1.84 -4.36 4.72
C -0.64 -4.24 4.53
C 0.88 -2.95 1.43
N 0.12 -1.73 1.43
C -1.04 -1.50 0.74
C -1.70 -2.50 -0.12
C -1.93 -1.87 -1.46
C -1.23 -0.73 -1.93
C -1.78 0.00 -2.97
C -3.05 -0.36 -3.45
N -3.99 0.63 -3.83
O -5.16 0.25 -4.11
O -3.63 1.84 -3.84
C -3.51 -1.67 -3.27
C -2.78 -2.48 -2.41
N -1.29 -0.12 0.86
C -2.38 0.70 0.42
C -3.72 0.36 0.75
C -4.13 -0.14 2.16
C -5.50 -0.80 2.11
C -4.25 1.04 3.12
C -3.15 -1.16 2.72
C -4.71 0.70 -0.21
C -4.51 1.85 -0.96
C -3.31 2.55 -0.81
C -2.15 1.94 -0.27
C -0.86 2.83 -0.50
C -1.03 3.64 -1.80
C 0.46 2.11 -0.67
C -0.74 3.82 0.66
C -0.37 0.39 1.80
C 0.55 -0.54 2.03
H 3.18 -1.01 0.96
H 3.52 -0.49 -0.71
H 1.87 -0.36 -0.10
H 1.99 -3.32 -2.49
H 0.89 -2.01 -1.99
H 2.51 -1.63 -2.63
H 3.87 -4.04 -1.16
H 4.59 -2.42 -1.30
H 4.36 -3.16 0.31
H 1.86 -4.94 -1.12
H 1.09 -6.66 0.49
H 0.65 -6.03 2.83
H -0.20 -1.65 4.14
H 0.67 -2.16 5.58
H 1.61 -1.67 4.16
H 1.85 -5.44 4.49
H 2.80 -3.94 4.38
H 1.77 -4.24 5.81
H -0.62 -5.34 4.51
H -0.85 -3.93 5.57
H -1.48 -3.90 3.92
H -1.04 -3.45 -0.14
H -0.27 -0.46 -1.49
H -1.30 0.89 -3.34
H -4.43 -1.95 -3.74
H -2.78 -3.57 -2.54
H -5.50 -1.75 1.52
H -5.83 -1.01 3.16
H -6.25 -0.11 1.66
H -3.30 1.56 3.26
H -4.99 1.75 2.74
H -4.60 0.68 4.10
H -2.26 -0.69 3.19
H -3.64 -1.83 3.47
H -2.79 -1.83 1.91
H -5.64 0.14 -0.32
H -5.30 2.26 -1.58
H -3.28 3.56 -1.22
H -1.70 4.49 -1.67
H -0.07 4.05 -2.14
H -1.43 3.01 -2.62
H 0.78 1.59 0.23
H 0.47 1.43 -1.53
H 1.23 2.89 -0.84
H -0.63 3.32 1.62
H 0.14 4.46 0.52
H -1.62 4.47 0.72
H -0.44 1.41 2.15
H 1.52 -0.48 2.50
C -5.72 -8.42 -4.02
N -5.74 -7.03 -3.61
C -6.40 -6.11 -4.50
C -6.24 -4.74 -3.82
C -5.32 -4.99 -2.67
C -5.06 -6.39 -2.62
C -4.28 -6.90 -1.56
C -3.70 -5.99 -0.69
C -3.89 -4.57 -0.71
C -3.23 -3.59 0.27
C -3.28 -4.28 1.61
C -4.27 -3.99 2.58
C -4.34 -4.72 3.77
C -3.50 -5.84 3.92
N -3.72 -6.42 5.13
C -2.94 -7.48 5.70
C -4.62 -5.65 5.96
C -5.13 -4.54 5.02
C -2.60 -6.26 2.92
C -2.45 -5.44 1.81
C -4.78 -4.11 -1.73
H -5.18 -9.06 -3.32
H -6.75 -8.77 -4.13
H -5.26 -8.48 -5.02
H -5.92 -6.12 -5.48
H -7.45 -6.40 -4.65
H -5.87 -3.97 -4.54
H -7.23 -4.38 -3.48
H -4.14 -7.97 -1.40
H -3.13 -6.46 0.10
H -3.90 -2.66 0.28
H -5.03 -3.23 2.36
H -2.71 -8.26 4.96
H -1.98 -7.10 6.10
H -3.51 -7.91 6.53
H -5.42 -6.29 6.35
H -4.07 -5.23 6.80
H -4.97 -3.54 5.46
H -6.20 -4.64 4.85
H -2.03 -7.18 3.04
H -1.81 -5.80 0.98
H -4.96 -3.04 -1.87
*
```

Atomic partial charges in e from the Löwdin method, atoms 1 to 4: -0.04 -0.53 -0.03 -0.04